No. 1
The following is a DFT calculation (wB97M-V/def2-TZVPD) of a single C5H7FOS molecule.

Geometry as XYZ:
```
15
Properties=species:S:1:pos:R:3:lowdin_charge:R:1
F -1.66 0.92 -0.05 -0.0414
C -0.26 0.79 0.30 -0.3327
C 0.17 2.20 -0.31 0.0857
C 0.29 0.90 -1.10 -0.2371
O -0.51 -0.14 -1.67 -0.1179
C -0.55 -1.22 -0.71 -0.1716
C -0.16 -0.62 0.67 -0.6706
S 1.29 -1.30 1.42 0.7489
H -0.67 2.97 -0.38 0.1376
H 1.19 2.55 -0.34 0.0963
H 1.32 0.64 -1.33 0.1344
H -1.70 -1.33 -0.80 0.1491
H -0.09 -2.22 -0.99 0.1286
H -0.96 -0.71 1.37 0.0984
H 2.22 -0.45 0.52 -0.0076
```

Summary:
**Max |F|**: 4.72 eV Å⁻¹
**Multiplicity**: 1
**SMILES string**: F[C@]12C[C@@H]1OC[C@H]2S
**Energy above the lowest of the compared OMol25 structures with the same formula, charge and spin**: 494.9 kJ/mol
**Gap between HOMO and LUMO**: 0.36145 Eh
**E_tot**: -20892.94867 eV

No. 2
The following is a DFT calculation (wB97M-V/def2-TZVPD) of a single C11H14ClN5O molecule.

Geometry as XYZ:
```
32
Properties=species:S:1:pos:R:3:lowdin_charge:R:1
C 3.42 2.51 -0.92 -0.0588
C 3.31 1.93 0.49 -0.2364
O 2.06 1.31 0.72 -0.0533
C 1.78 0.11 0.15 -0.2271
C 2.69 -0.71 -0.50 -0.0118
C 2.30 -1.93 -1.02 -0.1005
C 0.98 -2.34 -0.89 -0.6735
Cl 0.47 -3.86 -1.53 0.6658
C 0.06 -1.53 -0.24 -0.0563
C 0.44 -0.32 0.29 -0.1148
C -0.51 0.61 1.01 -0.1310
N -1.85 0.09 1.18 0.0574
C -2.73 0.23 0.17 -0.3917
N -2.66 1.07 -0.84 0.0649
N -3.79 0.92 -1.52 -0.0614
N -4.55 0.06 -1.01 0.0139
N -3.93 -0.43 0.09 -0.1172
C -4.50 -1.42 0.94 -0.0242
H 2.61 3.22 -1.09 0.0823
H 3.35 1.73 -1.67 0.0689
H 4.36 3.03 -1.03 0.0783
H 3.35 2.73 1.23 0.1249
H 4.14 1.23 0.69 0.1159
H 3.72 -0.41 -0.62 0.1084
H 3.01 -2.56 -1.53 0.1070
H -0.96 -1.87 -0.16 0.1017
H -0.10 0.85 1.99 0.1341
H -0.60 1.53 0.44 0.1280
H -1.92 -0.76 1.72 0.1346
H -3.88 -2.32 0.95 0.0887
H -5.48 -1.67 0.55 0.0911
H -4.60 -1.04 1.96 0.0923
```

Summary:
**Max |F|**: 1.62 eV Å⁻¹
**Multiplicity**: 1
**SMILES string**: CCOc1ccc(Cl)cc1CNc1nnnn1C
**Gap between HOMO and LUMO**: 0.33422 Eh
**E_tot**: -33653.46157 eV

No. 3
The following is a DFT calculation (wB97M-V/def2-TZVPD) of a molecular structure, C37H47N2P2PdSi2.

Geometry as XYZ:
```
91
Properties=species:S:1:pos:R:3:lowdin_spin:R:1
Pd -0.26 -0.13 -1.25 0.7970
C -3.30 3.94 0.30 0.0028
Si -1.74 3.19 -0.47 0.0110
C -0.40 4.51 -0.38 0.0007
C -2.15 2.90 -2.29 0.0072
N -1.19 1.85 0.40 0.0781
P -1.73 0.55 1.07 0.0884
C -0.86 -0.88 0.66 0.5712
P 0.65 -1.73 0.79 0.0908
N 1.82 -0.91 0.15 0.0963
Si 3.22 -1.34 -0.71 0.0126
C 4.31 0.19 -0.80 0.0003
C 4.19 -2.69 0.19 0.0041
C 2.88 -1.97 -2.45 0.0034
C 1.04 -2.19 2.52 0.0027
C 2.13 -1.59 3.14 0.0013
C 2.38 -1.82 4.48 0.0004
C 1.55 -2.65 5.22 0.0003
C 0.45 -3.24 4.61 0.0007
C 0.19 -3.01 3.27 0.0037
C 0.38 -3.36 0.00 0.0103
C 0.82 -4.56 0.56 0.0041
C 0.65 -5.76 -0.12 -0.0004
C 0.05 -5.78 -1.37 0.0047
C -0.36 -4.59 -1.95 0.0004
C -0.19 -3.39 -1.28 0.0181
C -1.91 0.83 2.88 0.0031
C -1.19 0.11 3.82 0.0036
C -1.30 0.40 5.17 0.0001
C -2.14 1.41 5.60 0.0020
C -2.86 2.14 4.66 0.0000
C -2.74 1.86 3.32 0.0021
C -3.44 0.11 0.58 0.0150
C -4.45 -0.21 1.48 0.0070
C -5.73 -0.52 1.01 -0.0004
C -5.99 -0.52 -0.35 0.0062
C -4.98 -0.21 -1.24 0.0003
C -3.71 0.10 -0.78 0.0148
H -3.68 4.73 -0.36 0.0004
H -3.10 4.40 1.27 0.0000
H -4.10 3.20 0.42 0.0000
H -0.61 5.36 -1.03 0.0001
H 0.55 4.07 -0.69 0.0001
H -0.28 4.88 0.64 0.0001
H -1.65 3.65 -2.91 0.0000
H -3.22 2.97 -2.47 0.0002
H -1.78 1.93 -2.64 0.0093
H 4.76 0.40 0.17 0.0000
H 3.70 1.05 -1.09 0.0001
H 5.12 0.08 -1.53 0.0001
H 4.22 -2.52 1.27 0.0001
H 5.23 -2.72 -0.17 0.0005
H 3.76 -3.68 0.02 0.0000
H 1.95 -1.53 -2.83 0.0049
H 2.79 -3.05 -2.47 0.0000
H 3.68 -1.68 -3.13 0.0000
H 2.76 -0.94 2.55 0.0007
H 3.23 -1.35 4.96 0.0000
H 1.75 -2.83 6.27 0.0000
H -0.21 -3.88 5.18 0.0000
H -0.68 -3.44 2.80 0.0021
H 1.31 -4.56 1.52 0.0002
H 0.99 -6.68 0.34 -0.0001
H -0.09 -6.72 -1.89 0.0004
H -0.81 -4.59 -2.94 0.0000
H -0.47 -2.44 -1.73 0.0158
H -0.53 -0.68 3.50 0.0005
H -0.72 -0.18 5.89 -0.0001
H -2.23 1.64 6.66 0.0002
H -3.52 2.94 4.99 0.0000
H -3.29 2.44 2.59 0.0003
H -4.26 -0.22 2.54 0.0000
H -6.51 -0.77 1.72 -0.0002
H -6.99 -0.76 -0.71 0.0005
H -5.18 -0.20 -2.31 -0.0001
H -2.92 0.34 -1.49 0.0114
C 1.53 3.18 -5.26 0.0000
C 2.34 2.56 -4.11 0.0009
C 2.91 3.68 -3.24 0.0009
C 3.49 1.73 -4.69 -0.0003
C 1.47 1.69 -3.30 0.0200
C 0.78 0.98 -2.60 0.0670
H 2.16 3.82 -5.87 0.0000
H 0.70 3.77 -4.86 0.0000
H 1.11 2.39 -5.89 0.0000
H 3.55 4.34 -3.84 0.0002
H 3.50 3.27 -2.42 0.0000
H 2.11 4.28 -2.81 0.0000
H 4.13 2.35 -5.33 -0.0001
H 3.10 0.90 -5.28 0.0000
H 4.10 1.31 -3.88 0.0000
```

Summary:
**Charge**: -1
**Max |F|**: 0.66 eV Å⁻¹
**Multiplicity**: 3
**Energy above the lowest of the compared OMol25 structures with the same formula, charge and spin**: 7.3 kJ/mol
**Gap between HOMO and LUMO (alpha / beta)**: 0.24791 / 0.24854 Eh
**E_tot**: -79927.00429 eV

No. 4
The following is a DFT calculation (wB97M-V/def2-TZVPD) of 4 unconnected molecules or ions with the total composition C2H12O3S2.

Geometry as XYZ:
```
19
Properties=species:S:1:pos:R:3:lowdin_charge:R:1
C -0.64 3.66 -1.83 -0.4746
S 0.30 2.72 -0.45 0.3681
S -0.74 0.90 -0.53 0.3595
C -0.49 0.35 1.23 -0.4631
H -0.01 4.57 -2.00 0.0118
H -0.83 3.17 -2.80 0.0230
H -1.72 4.14 -1.44 0.0879
H -1.26 0.94 1.76 0.0172
H -0.65 -0.79 1.30 0.0474
H 0.58 0.64 1.45 0.0252
O 3.89 -1.97 -2.44 -0.0652
H 4.80 -1.79 -2.76 0.0436
H 3.91 -2.90 -2.23 0.0218
O -0.43 -4.49 1.22 -0.1323
H -0.82 -3.65 1.68 0.0401
H -1.15 -5.08 0.94 0.0248
O -1.67 -2.90 3.20 -0.0629
H -1.13 -2.73 4.00 0.0725
H -2.24 -3.56 3.62 0.0554
```

Summary:
**Max |F|**: 3.28 eV Å⁻¹
**Multiplicity**: 1
**SMILES string**: CSSC.O.O.O
**Energy above the lowest of the compared OMol25 structures with the same formula, charge and spin**: 177.6 kJ/mol
**Gap between HOMO and LUMO**: 0.29849 Eh
**E_tot**: -30080.38924 eV

No. 5
The following is a DFT calculation (wB97M-V/def2-TZVPD) of a single C6H9FS molecule.

Geometry as XYZ:
```
17
Properties=species:S:1:pos:R:3:lowdin_charge:R:1
C 2.05 0.68 -0.25 -0.1006
C 0.76 -0.09 -0.35 -0.7585
C -0.44 0.74 -0.82 -0.1045
C -1.68 0.11 -0.12 -0.2901
F -2.41 -0.64 -1.08 -0.0562
C -1.17 -0.80 0.97 -0.1430
C 0.30 -1.04 0.72 -0.4852
S 0.81 -1.81 -0.85 0.9164
H 2.16 1.34 -1.15 0.0901
H 2.98 0.02 -0.15 0.0966
H 2.14 1.38 0.62 0.0865
H -0.41 1.73 -0.37 0.1162
H -0.66 0.82 -1.92 0.1409
H -2.39 0.90 0.20 0.1463
H -1.25 -0.43 1.98 0.1165
H -1.64 -1.77 0.94 0.1164
H 0.85 -1.15 1.63 0.1122
```

Summary:
**Max |F|**: 2.11 eV Å⁻¹
**Multiplicity**: 1
**SMILES string**: C[C@]12C[C@@H](F)C[C@H]1S2
**Energy above the lowest of the compared OMol25 structures with the same formula, charge and spin**: 42.3 kJ/mol
**Gap between HOMO and LUMO**: 0.35399 Eh
**E_tot**: -19920.11303 eV

No. 6
The following is a DFT calculation (wB97M-V/def2-TZVPD) of 5 unconnected molecules or ions with the total composition C22H27N9O2P.

Geometry as XYZ:
```
61
Properties=species:S:1:pos:R:3:lowdin_charge:R:1
N -6.76 0.53 -3.45 -0.1996
P -5.17 -0.27 -3.61 0.9165
O -5.51 -1.99 -3.35 -0.3395
N -4.01 0.27 -2.36 -0.2245
C -3.25 1.61 -2.39 0.0126
N -2.31 1.78 -1.21 0.1214
C -2.57 0.45 -0.50 -0.1657
N -2.00 -0.08 0.64 0.1403
N -3.60 -0.43 -1.21 -0.1502
O -3.94 -1.65 -0.77 0.0570
H -7.22 0.68 -4.39 0.0627
H -6.71 1.43 -2.92 0.0376
H -4.58 -2.39 -3.29 0.0323
H -3.34 2.43 -3.24 0.1581
H -1.72 0.50 1.46 0.1285
H -1.79 -1.12 0.66 0.1504
H -4.87 -1.68 -0.38 0.1782
N 0.81 0.85 2.60 0.0405
C 1.73 1.23 3.51 -0.1412
C 3.01 0.71 3.58 -0.0506
C 3.37 -0.27 2.66 -0.0633
C 2.45 -0.68 1.71 -0.0634
C 1.19 -0.10 1.71 -0.1672
H 1.39 1.99 4.21 0.0816
H 3.70 1.05 4.34 0.1106
H 4.37 -0.70 2.69 0.0983
H 2.70 -1.44 0.98 0.1064
H 0.44 -0.39 0.99 0.0658
N -4.14 -4.96 -3.70 0.0386
C -4.53 -5.87 -2.77 -0.1502
C -3.96 -7.12 -2.63 -0.0693
C -2.93 -7.47 -3.49 -0.0680
C -2.51 -6.57 -4.46 -0.0689
C -3.14 -5.34 -4.52 -0.1501
H -5.34 -5.54 -2.12 0.1019
H -4.31 -7.80 -1.86 0.1059
H -2.45 -8.45 -3.41 0.1109
H -1.71 -6.81 -5.15 0.1063
H -2.85 -4.59 -5.26 0.1022
N -0.28 5.65 4.51 0.0586
C 0.04 4.51 3.86 -0.1505
C -0.01 4.37 2.48 -0.0826
C -0.41 5.47 1.72 -0.0847
C -0.74 6.66 2.36 -0.0780
C -0.66 6.70 3.74 -0.1468
H 0.34 3.69 4.49 0.0799
H 0.26 3.43 2.01 0.0761
H -0.46 5.39 0.64 0.1014
H -1.06 7.53 1.80 0.1017
H -0.90 7.61 4.29 0.1043
N 6.48 -0.25 0.76 0.0426
C 7.60 -0.68 1.36 -0.1531
C 8.77 0.06 1.43 -0.0733
C 8.79 1.32 0.83 -0.0743
C 7.65 1.79 0.20 -0.0752
C 6.53 0.98 0.19 -0.1550
H 7.54 -1.67 1.81 0.1013
H 9.65 -0.34 1.93 0.1041
H 9.70 1.92 0.86 0.1083
H 7.63 2.76 -0.28 0.1029
H 5.61 1.30 -0.29 0.0995
```

Summary:
**Charge**: +1
**Max |F|**: 8.19 eV Å⁻¹
**Multiplicity**: 1
**Gap between HOMO and LUMO**: 0.25791 Eh
**E_tot**: -50034.02844 eV